# C76H125N7O23

A cluster of 15 separate species, C76H125N7O23 in total (ωB97M-V/def2-TZVPD, OMol25).

Computed properties:
* frontier orbital gap: 7.9520 eV
* molecular weight: 1504.862 g/mol
* calculated total energy: -138356.8072 eV
* charge: 0

Each line ends with the Löwdin charge.
Geometry (Å):
C1 14.679742 23.053531 19.308911  -0.07
C2 16.072534 22.926031 19.957118  -0.40
C3 16.087489 23.481923 21.433980  -0.23
O1 15.114003 22.734370 22.067410  -0.21
C4 14.854805 23.125706 23.424138  -0.07
N1 16.687652 21.557383 19.965068  0.03
H1 14.526381 24.131545 19.175890  0.08
H2 13.928812 22.539073 19.892324  0.04
H3 14.604310 22.530461 18.311619  0.09
H4 16.841611 23.520469 19.417222  0.13
H5 15.866044 24.556757 21.436485  0.12
H6 17.136238 23.265869 21.863506  0.14
H7 15.671629 23.092080 24.120184  0.08
H8 14.146354 22.400868 23.753674  0.04
H9 14.407142 24.135932 23.528924  0.10
H10 16.250343 20.944765 20.696439  0.07
H11 16.689478 21.135036 19.025241  0.07
C5 12.344731 12.393496 15.253206  -0.04
C6 11.069591 12.376350 14.395717  -0.42
C7 11.356259 11.905490 12.951969  -0.20
O2 10.136382 11.831914 12.252019  -0.20
C8 10.321580 11.845091 10.847059  -0.11
N2 10.072759 11.551967 15.000123  0.06
H12 12.935360 13.324602 14.937366  0.09
H13 12.976076 11.517466 15.118535  0.08
H14 12.096610 12.522675 16.335790  0.07
H15 10.700407 13.428183 14.315042  0.14
H16 11.772428 10.939460 13.091458  0.11
H17 12.030107 12.597754 12.423470  0.13
H18 9.361511 11.819580 10.358633  0.07
H19 10.861295 10.891915 10.502698  0.11
H20 10.788028 12.762117 10.451593  0.09
H21 10.428371 10.701493 15.357068  0.08
H22 9.410119 11.314434 14.273963  0.10
C9 10.139556 20.564544 25.778511  -0.06
C10 11.602445 20.520036 25.482816  -0.44
C11 11.743994 20.079515 23.968136  -0.13
O3 13.162603 19.918592 23.653745  -0.19
C12 13.373733 19.603777 22.301232  -0.12
N3 12.271945 21.768593 25.743113  0.06
H23 9.822027 21.232265 26.593998  0.09
H24 9.777054 19.598747 26.095023  0.06
H25 9.580166 20.806464 24.888497  0.07
H26 12.041885 19.731891 26.126352  0.14
H27 11.177870 20.780007 23.437674  0.10
H28 11.332386 19.092712 23.958471  0.10
H29 12.763394 18.736216 21.985020  0.08
H30 14.383013 19.203043 22.164301  0.05
H31 13.180525 20.467091 21.634076  0.10
H32 11.691200 22.498766 25.309377  0.09
H33 13.128100 21.808793 25.248464  0.01
C13 18.875669 9.386770 21.903724  -0.06
C14 17.505743 9.731932 22.404559  -0.47
C15 17.405163 11.141853 23.007727  -0.21
O4 17.582882 12.138959 22.017361  -0.19
C16 17.387115 13.434549 22.627709  -0.09
N4 16.406661 9.304280 21.607239  0.06
H34 18.977093 8.335839 21.708876  0.07
H35 19.638107 9.825923 22.523677  0.08
H36 18.959341 9.925206 20.940555  0.08
H37 17.367527 9.070981 23.274435  0.14
H38 18.111148 11.325976 23.820040  0.12
H39 16.471987 11.234607 23.456240  0.09
H40 16.364454 13.439131 23.027308  0.07
H41 17.399260 14.014825 21.739980  0.06
H42 18.181396 13.770782 23.384991  0.11
H43 16.318093 9.810663 20.722138  0.06
H44 15.488422 9.260537 22.047790  0.08
C17 11.223467 21.298771 19.014679  -0.04
C18 11.323049 19.744247 19.148105  -0.37
C19 9.954210 19.059880 18.968446  -0.19
O5 9.427612 19.548970 17.742797  -0.20
C20 8.295753 18.897101 17.348482  -0.14
N5 12.214144 19.040661 18.181259  0.05
H45 10.716531 21.645213 18.072261  0.09
H46 12.215967 21.752806 19.036215  0.03
H47 10.656852 21.727637 19.912253  0.10
H48 11.637348 19.414964 20.150002  0.11
H49 9.258551 19.286963 19.740880  0.12
H50 10.075671 17.976678 18.897327  0.10
H51 8.519505 17.869827 17.058853  0.08
H52 7.969193 19.417869 16.433848  0.10
H53 7.496569 18.865568 18.112658  0.10
H54 11.911032 19.198197 17.216984  0.10
H55 13.198773 19.359698 18.272591  0.08
C21 15.735393 19.001202 25.679293  -0.04
C22 16.051492 18.368078 24.312109  -0.37
C23 17.300836 19.166789 23.750552  -0.13
O6 17.785877 18.655890 22.462211  -0.26
C24 18.903655 19.412878 21.977433  -0.10
N6 16.242086 16.926198 24.435950  0.07
H56 15.011232 18.358129 26.163400  0.07
H57 15.231130 19.970352 25.636855  0.08
H58 16.606929 19.060747 26.294770  0.07
H59 15.165353 18.521856 23.668206  0.10
H60 18.086372 18.985894 24.465112  0.11
H61 17.130960 20.197759 23.637962  0.10
H62 19.195516 19.096606 20.968037  0.08
H63 19.799135 19.206121 22.616396  0.09
H64 18.707390 20.494408 22.033992  0.08
H65 16.669388 16.608665 23.597158  0.05
H66 16.920214 16.627158 25.147153  0.08
C25 14.517388 13.897702 17.546105  -0.05
C26 15.386877 14.225173 18.725886  -0.36
C27 14.860342 15.610157 19.160418  -0.21
O7 15.818327 16.228975 19.959426  -0.21
C28 15.305922 17.494390 20.481964  -0.04
N7 15.264860 13.169981 19.710708  0.09
H67 13.471452 14.010017 17.748827  0.06
H68 14.622201 12.911209 17.069658  0.07
H69 14.681705 14.592353 16.733166  0.07
H70 16.424306 14.275727 18.402987  0.14
H71 13.935339 15.567756 19.721759  0.10
H72 14.629027 16.253807 18.314155  0.10
H73 16.021345 18.039664 21.067011  0.05
H74 14.507454 17.228247 21.185185  0.08
H75 15.012196 18.214973 19.631812  0.12
H76 15.841628 13.278063 20.571005  0.09
H77 14.321328 13.195448 20.089683  0.08
C29 13.779382 16.548470 14.845788  0.00
C30 14.161957 17.473792 15.816363  -0.04
C31 14.973024 18.546106 15.607804  -0.37
C32 15.352065 18.856128 14.306953  0.02
C33 15.001732 17.926010 13.273081  0.03
C34 14.302468 16.732632 13.595558  -0.35
O8 14.093937 15.724933 12.735309  0.04
O9 15.381373 19.282731 16.703357  0.00
H78 13.088355 15.750820 15.077976  0.11
H79 13.842614 17.323765 16.849615  0.09
H80 15.958246 19.768392 14.191848  0.13
H81 15.361369 18.023576 12.309356  0.09
H82 14.032680 16.060450 11.840118  0.11
H83 16.365770 19.274727 16.679571  0.11
C35 11.720341 10.375587 21.800407  -0.02
C36 12.854903 11.199058 21.919407  -0.03
C37 12.931200 12.090661 22.957423  -0.29
C38 11.765331 12.296446 23.728166  0.00
C39 10.673277 11.516809 23.599029  -0.01
C40 10.700911 10.516822 22.675932  -0.34
O10 9.619951 9.635628 22.673955  0.04
O11 13.922740 13.052694 22.997662  -0.01
H84 11.714060 9.663478 20.964615  0.13
H85 13.682333 11.150797 21.247288  0.09
H86 11.762640 13.146654 24.388052  0.11
H87 9.807379 11.651598 24.154829  0.11
H88 9.192406 9.785776 21.845020  0.09
H89 13.692735 13.897793 23.470338  0.06
C41 19.738972 16.336035 23.481275  -0.01
C42 20.585398 15.843793 22.437359  -0.01
C43 21.690213 15.061641 22.661871  -0.31
C44 21.995351 14.692183 24.040149  0.02
C45 21.088074 15.106301 25.031911  -0.03
C46 20.001475 15.939313 24.767802  -0.35
O12 19.216449 16.373344 25.806995  0.02
O13 22.434304 14.559409 21.618275  0.04
H90 18.911655 16.965605 23.215274  0.08
H91 20.359455 16.012994 21.367453  0.11
H92 22.708588 13.914771 24.288387  0.11
H93 21.222501 14.779879 26.057573  0.11
H94 19.573844 15.901034 26.577969  0.10
H95 21.968569 14.854387 20.813393  0.11
C47 15.381121 9.286261 16.921070  -0.02
C48 14.442521 8.492245 16.271448  -0.02
C49 13.090315 8.528713 16.683775  -0.34
C50 12.727221 9.462630 17.596338  -0.05
C51 13.634651 10.279378 18.219185  -0.02
C52 14.993966 10.185165 17.914586  -0.37
O14 15.976141 10.888317 18.476764  -0.01
O15 12.080178 7.813903 16.068968  0.02
H96 16.469207 9.110234 16.737840  0.13
H97 14.737020 7.680620 15.593227  0.12
H98 11.742012 9.325315 18.070594  0.13
H99 13.364858 10.911638 19.028854  0.08
H100 15.671425 11.698557 19.005043  0.05
H101 12.352779 7.424760 15.233527  0.10
C53 11.023522 15.422253 17.935928  -0.03
C54 10.303692 14.320139 17.399039  -0.02
C55 10.123030 13.174811 18.140740  -0.35
C56 10.749216 13.074850 19.405774  0.02
C57 11.406391 14.199896 19.979837  0.00
C58 11.379345 15.413945 19.263169  -0.33
O16 11.829194 16.627526 19.842539  -0.07
O17 9.474354 12.101103 17.620055  0.01
H102 11.143558 16.351654 17.340440  0.12
H103 9.767601 14.365388 16.451035  0.12
H104 10.738202 12.121007 19.904392  0.09
H105 11.767859 14.198665 21.016427  0.11
H106 12.084921 17.349769 19.165462  0.07
H107 9.511705 11.975774 16.650909  0.04
C59 18.079689 17.154981 15.966842  -0.01
C60 17.836159 16.863819 17.321978  0.00
C61 18.741603 17.220680 18.263966  -0.36
C62 19.927010 17.901108 17.895519  0.01
C63 20.112953 18.255760 16.548694  -0.02
C64 19.131637 17.973477 15.641034  -0.33
O18 19.190439 18.293662 14.271881  0.02
O19 18.653840 16.748972 19.500791  0.04
H108 17.419633 16.800766 15.198721  0.11
H109 16.990568 16.268715 17.666166  0.11
H110 20.760148 17.970986 18.573282  0.11
H111 20.990032 18.815538 16.322736  0.11
H112 20.082443 18.114794 14.009792  0.08
H113 17.769025 16.280882 19.581070  0.11
C65 11.241622 16.552747 26.546927  0.01
C66 12.424307 16.012226 25.912590  0.02
C67 12.434116 15.981809 24.516797  -0.29
C68 11.240832 16.236510 23.807125  0.00
C69 10.095080 16.655791 24.461059  -0.03
C70 10.057210 16.706494 25.837802  -0.35
O20 8.899874 17.077967 26.501299  0.02
O21 13.544967 15.555301 23.801631  0.00
H114 11.107004 16.539501 27.657704  0.13
H115 13.351144 15.762128 26.387905  0.11
H116 11.253977 16.255039 22.748090  0.10
H117 9.267269 16.982027 23.907221  0.11
H118 8.169291 16.906395 25.850769  0.13
H119 14.384201 15.843143 24.097781  0.04
C71 19.442836 13.955051 15.343700  -0.01
C72 18.990825 14.464656 14.122513  -0.04
C73 17.750661 14.189632 13.636942  -0.35
C74 16.891650 13.397827 14.438720  0.01
C75 17.379094 12.924229 15.666128  -0.03
C76 18.622147 13.213869 16.137699  -0.35
O22 19.122435 12.671903 17.290696  0.06
O23 17.431698 14.711839 12.419762  0.03
H120 20.483638 14.201327 15.587763  0.13
H121 19.675800 15.048023 13.472939  0.13
H122 15.890310 13.107896 14.095971  0.11
H123 16.731200 12.314417 16.286134  0.10
H124 18.584375 12.011847 17.707105  0.09
H125 16.462353 14.629889 12.265313  0.10

Forces on the atoms, in the same order (eV/Å):
C 0.960 -0.456 -0.934
C 1.367 -0.362 0.294
C 1.530 -1.024 -1.666
O -0.416 0.212 1.994
C -0.774 0.330 -0.788
N -0.820 0.060 0.751
H -0.627 -0.303 0.009
H -0.196 0.400 0.526
H 0.512 0.725 0.753
H -0.727 -0.018 0.031
H 0.045 -0.035 0.109
H -1.397 0.511 -0.469
H 1.046 -0.162 -0.061
H -0.617 -0.416 0.287
H 0.173 -0.351 -0.457
H 0.377 0.657 -1.335
H -0.289 0.143 0.904
C 0.249 1.926 -0.153
C 1.115 1.153 -0.546
C -0.284 1.343 0.825
O -0.136 0.331 -0.657
C 0.412 -1.345 -0.474
N -1.532 0.489 -0.205
H -0.517 -1.343 0.503
H -0.024 -0.183 0.028
H 0.187 -0.201 -0.894
H -0.003 -0.686 0.200
H 0.770 -1.225 -0.447
H 0.117 -0.254 0.282
H -0.582 -0.136 0.154
H -0.358 1.424 0.402
H 0.377 -0.300 0.455
H 0.776 -1.102 0.328
H -0.420 -0.108 0.108
C -0.977 0.080 0.700
C 1.068 -1.193 -0.870
C 2.184 -1.360 3.299
O -1.212 0.813 0.127
C -0.271 -0.564 -0.607
N -1.414 1.073 0.242
H 0.481 0.091 -0.331
H -0.045 -0.510 -0.015
H -0.394 0.393 -0.343
H 0.121 0.341 -0.425
H -0.382 1.178 -1.627
H -0.666 -0.689 -0.612
H -0.283 0.366 0.104
H 0.021 0.745 0.109
H 0.192 -0.329 0.226
H 0.331 -0.090 0.384
H 1.059 -0.181 -0.372
C -0.512 1.388 -2.045
C -0.420 -0.538 3.088
C 1.557 -0.483 -1.206
O 0.161 0.351 1.099
C 0.266 -0.972 -0.087
N -0.664 0.113 -2.103
H 0.222 -0.446 0.120
H 0.327 -0.227 0.461
H 0.339 -0.368 0.080
H 0.207 0.308 0.424
H 0.508 -0.308 0.037
H -2.167 0.278 0.691
H 0.272 0.269 0.363
H 0.224 1.503 -0.388
H -0.988 -0.714 -1.045
H 0.046 -0.164 0.294
H 0.611 0.200 0.152
C -0.669 0.047 0.640
C -0.706 -0.488 -0.410
C 0.739 0.536 -1.259
O 1.154 0.659 0.659
C -1.151 -0.426 -1.116
N 0.803 0.548 0.534
H 0.414 -0.624 0.941
H -0.043 -0.140 -0.003
H 0.617 -0.593 -1.218
H 0.198 0.521 -0.217
H -0.563 0.286 1.011
H 0.016 0.002 0.167
H -0.044 -0.379 0.042
H -0.318 -0.228 0.423
H 0.192 0.220 -0.205
H 0.104 0.047 0.379
H -0.919 -0.133 -0.276
C -0.931 -0.449 -0.639
C 0.395 1.593 -0.259
C -0.075 -2.838 -0.862
O -0.591 0.529 0.382
C 0.666 -0.258 0.997
N -0.040 -0.303 0.615
H -0.135 -0.277 0.291
H 0.349 0.015 -0.357
H 0.662 0.074 0.460
H 0.651 -0.123 0.316
H 0.581 0.160 0.511
H -0.540 1.508 0.038
H -0.614 0.060 0.188
H -0.531 0.145 -0.225
H -0.068 -0.271 -0.298
H 0.277 -0.434 -1.119
H -0.311 0.630 0.011
C -0.054 -0.751 -1.586
C -0.884 0.715 -0.369
C 0.521 -0.460 0.183
O 0.908 1.913 1.058
C -0.395 -0.331 -1.067
N 0.176 -0.216 1.706
H -0.797 -0.022 0.582
H 0.285 0.062 0.582
H 0.344 0.365 -0.225
H 0.210 0.174 0.070
H -0.392 -0.574 0.170
H 0.192 -0.042 -0.434
H 1.019 -0.246 0.096
H -0.384 0.280 -0.537
H -0.035 -1.253 1.055
H -0.218 0.116 -1.039
H -0.228 -0.137 -0.114
C 0.310 1.144 1.033
C -1.069 -1.283 1.390
C 0.261 0.306 -0.798
C -0.157 -0.812 -0.707
C -0.229 -0.243 3.127
C 0.435 1.820 0.271
O -0.162 -0.930 -1.318
O 0.909 0.154 -0.131
H 0.184 -0.183 -0.026
H -0.093 -0.028 -0.301
H -0.303 -0.618 -0.526
H 0.716 0.449 -1.867
H 0.073 0.039 -0.326
H -0.816 0.061 0.172
C 1.947 -0.120 -1.272
C -0.159 -0.546 0.379
C -1.285 2.429 0.072
C 1.683 0.870 0.301
C 0.762 -0.166 -0.206
C -1.384 -1.409 -0.091
O 0.423 0.232 0.349
O 0.349 -0.725 -0.010
H -0.232 0.096 0.558
H 0.380 -0.216 -0.519
H -0.040 0.166 0.364
H -1.382 0.285 1.056
H -0.734 -0.241 -0.878
H -0.231 -0.831 -0.398
C 1.090 -0.839 -1.269
C -0.774 0.554 -0.143
C 0.541 -0.860 2.278
C -1.837 0.215 -1.247
C 0.955 -0.211 -0.735
C 0.446 0.099 -0.353
O 0.085 -0.393 0.443
O -0.538 0.457 0.197
H -0.254 0.188 0.014
H -0.254 0.331 0.736
H 0.280 0.348 -0.195
H 0.209 -0.104 0.017
H -0.471 0.450 -0.038
H 0.470 -0.310 0.265
C 0.714 -0.879 -0.413
C -0.699 -0.889 0.535
C 1.173 0.228 -2.281
C -1.658 -0.505 1.907
C 1.517 0.029 0.153
C -0.436 -0.277 -1.059
O 0.673 0.780 0.799
O -0.103 -0.187 0.351
H -1.060 0.414 0.050
H 0.090 0.551 0.075
H 0.139 0.608 -0.660
H -0.512 0.526 0.474
H -0.157 -0.283 -0.182
H 0.339 0.021 0.139
C -1.538 -0.129 -1.218
C 0.245 1.184 0.165
C 0.970 -0.537 0.071
C 0.404 1.178 -0.187
C -1.376 -0.047 -0.289
C 1.479 1.146 0.319
O 0.266 -0.553 -0.534
O -0.406 -0.411 1.456
H -0.150 -0.677 0.454
H 0.502 0.191 -0.045
H -0.050 -0.093 0.264
H -0.002 -0.206 -0.485
H -0.579 -1.342 0.544
H 0.359 0.602 -0.439
C -1.045 0.297 1.623
C -0.890 -0.331 -1.707
C 2.438 0.620 -0.357
C -0.643 -0.666 -1.060
C -0.215 0.396 1.997
C -0.446 -0.818 -1.985
O -0.176 0.205 1.000
O -1.441 -0.899 1.674
H -0.222 -0.044 -0.250
H 0.067 0.063 -0.469
H -0.068 0.296 0.365
H 0.547 0.258 -0.510
H 0.813 0.038 -0.553
H 1.010 0.746 0.276
C 0.535 -2.127 1.075
C -1.729 1.781 -0.706
C -0.574 -0.447 0.251
C 0.868 0.578 0.850
C 1.200 -0.782 0.146
C 0.578 0.968 0.468
O -0.449 -0.578 -1.198
O -2.386 -0.733 -0.977
H 0.570 0.231 -1.028
H 0.100 0.009 0.711
H 0.137 -0.154 -0.961
H -1.189 0.159 -0.838
H 0.812 0.377 1.094
H 1.844 1.185 1.211
C 1.379 1.425 -1.130
C 1.727 0.306 -0.016
C -1.480 -0.702 0.785
C 0.639 0.235 -0.249
C -2.055 -0.155 -0.559
C 0.569 -0.953 0.536
O 1.006 0.987 -0.037
O -1.356 -0.063 -0.470
H -0.516 -0.321 0.327
H -0.495 -0.369 0.615
H 0.383 0.200 0.161
H -0.084 -0.116 -0.053
H -0.903 -0.462 0.005
H 0.956 0.041 0.256